Entry from the OMol25 dataset: a 6-piece molecular cluster, C41H42BrNO24 overall (ωB97M-V with the def2-TZVPD basis set).

Atoms and positions in Å:
C: -2.983 -0.395 -1.982
C: -2.329 -1.737 -2.235
O: -3.219 -2.822 -2.019
C: -3.921 -3.243 -3.168
C: -3.241 -4.409 -3.883
C: -2.646 -5.432 -2.893
C: -1.164 -5.123 -2.668
C: -0.550 -5.938 -1.559
O: 0.835 -5.606 -1.325
C: 1.060 -4.348 -0.966
O: 0.312 -3.692 -0.310
N: 2.317 -3.922 -1.486
Br: 3.006 -2.605 -0.304
C: 2.144 -3.353 -2.823
O: 3.072 -3.951 -3.697
C: 2.652 -3.920 -5.052
C: 1.846 -5.160 -5.447
H: -3.832 -0.230 -2.644
H: -2.256 0.387 -2.213
H: -3.262 -0.312 -0.936
H: -1.897 -1.805 -3.240
H: -1.505 -1.873 -1.531
H: -4.003 -2.407 -3.873
H: -4.945 -3.513 -2.908
H: -2.424 -4.063 -4.520
H: -3.964 -4.924 -4.515
H: -3.128 -5.338 -1.921
H: -2.743 -6.441 -3.293
H: -0.591 -5.302 -3.582
H: -1.092 -4.055 -2.460
H: -1.120 -5.886 -0.631
H: -0.528 -6.986 -1.858
H: 1.127 -3.521 -3.194
H: 2.332 -2.278 -2.795
H: 2.042 -3.033 -5.256
H: 3.538 -3.827 -5.674
H: 0.778 -4.953 -5.497
H: 2.175 -5.543 -6.410
H: 1.979 -5.941 -4.698
O: 4.038 -3.791 -8.192
C: 4.448 -2.703 -8.558
C: 3.675 -1.764 -9.342
C: 4.230 -0.598 -9.703
O: 3.603 0.322 -10.417
C: 5.644 -0.229 -9.319
O: 6.060 0.845 -9.711
C: 6.409 -1.161 -8.517
C: 5.853 -2.326 -8.154
O: 6.476 -3.235 -7.422
H: 2.665 -2.038 -9.614
H: 4.239 1.056 -10.532
H: 7.414 -0.882 -8.234
H: 5.850 -3.977 -7.311
O: 1.056 -0.924 4.091
C: 1.431 0.157 3.679
C: 1.254 1.407 4.390
C: 1.695 2.542 3.832
O: 1.577 3.734 4.406
C: 2.368 2.568 2.486
O: 2.724 3.649 2.048
C: 2.566 1.318 1.785
C: 2.128 0.179 2.340
O: 2.262 -1.009 1.770
H: 0.764 1.379 5.356
H: 1.975 4.374 3.785
H: 3.065 1.346 0.827
H: 1.852 -1.656 2.379
O: 5.165 3.175 3.584
C: 5.707 4.215 3.908
C: 6.355 4.401 5.193
C: 6.922 5.579 5.488
O: 7.534 5.832 6.634
C: 6.908 6.736 4.522
O: 7.435 7.770 4.891
C: 6.282 6.549 3.233
C: 5.713 5.371 2.927
O: 5.130 5.158 1.760
H: 6.359 3.567 5.880
H: 7.844 6.758 6.575
H: 6.292 7.381 2.543
H: 4.777 4.247 1.761
O: -2.125 -0.198 8.304
C: -2.697 0.739 7.783
C: -4.120 0.995 7.887
C: -4.646 2.054 7.256
O: -5.934 2.361 7.301
C: -3.798 2.994 6.432
O: -4.370 3.917 5.879
C: -2.376 2.755 6.345
C: -1.853 1.697 6.978
O: -0.563 1.396 6.950
H: -4.716 0.314 8.478
H: -6.051 3.169 6.767
H: -1.777 3.443 5.764
H: -0.459 0.581 7.483
O: -5.689 2.601 3.442
C: -6.825 2.868 3.098
C: -7.581 2.100 2.129
C: -8.825 2.485 1.810
O: -9.590 1.847 0.938
C: -9.471 3.701 2.429
O: -10.599 3.975 2.059
C: -8.726 4.456 3.413
C: -7.480 4.074 3.736
O: -6.735 4.709 4.626
H: -7.110 1.232 1.691
H: -10.431 2.345 0.903
H: -9.204 5.316 3.860
H: -5.867 4.250 4.675

Atoms 1-2, force components in eV/Å:
C 0.377 0.056 -0.376
C 0.144 -0.210 0.168

As for the spin multiplicity: 1. Its HOMO-LUMO gap is 7.786 eV. Its LUMO energy is -1.7 eV. The calculation puts the largest force on an atom at 0.96 eV/A. For the highest occupied orbital energy, the calculation gives -9.47 eV.

Here are the Mulliken charges for atoms 1 to 2, given in e:
1. C -1.337
2. C -0.119